# 1
{
  "formula": "C19H40BeBr3Cl2CsF6NO13P2",
  "method": "ωB97M-V/def2-TZVPD",
  "symbols": ["O", "O", "C", "C", "C", "N", "C", "C", "H", "H", "H", "H", "H", "H", "H", "H", "H", "H", "C", "C", "O", "O", "H", "H", "H", "O", "P", "O", "C", "C", "O", "C", "C", "O", "C", "C", "H", "H", "H", "H", "H", "H", "H", "H", "H", "H", "H", "H", "H", "H", "H", "C", "Br", "Br", "Br", "H", "Cs", "C", "Cl", "Cl", "H", "H", "O", "H", "H", "C", "C", "C", "O", "C", "O", "O", "H", "H", "H", "H", "H", "H", "O", "H", "F", "P", "F", "F", "F", "F", "F", "Be"],
  "coordinates": [[-1.15965, -5.24756, -0.80967], [-0.79562, -4.40138, 0.12044], [-0.32848, -3.12562, -0.44874], [1.33861, -3.07069, -0.58300], [1.72493, -2.70118, 1.00186], [2.50259, -3.69309, 1.54974], [2.78722, -4.76137, 0.51477], [2.08476, -4.50639, -0.95205], [-0.72010, -6.11503, -0.53839], [-0.57165, -2.29310, 0.37336], [-0.86315, -2.79497, -1.43474], [1.60391, -2.25611, -1.40297], [1.34047, -1.74785, 1.56351], [2.80194, -3.62163, 2.55201], [3.94421, -4.59156, 0.31402], [2.64509, -5.79170, 1.05905], [2.97171, -4.40194, -1.74104], [1.40755, -5.41145, -1.29251], [-0.15914, -1.96442, -5.12067], [0.77540, -1.51583, -4.01050], [2.00283, -1.72040, -4.22332], [0.20162, -0.99406, -3.01375], [0.39564, -2.40677, -5.95367], [-0.86017, -2.71142, -4.73655], [-0.72500, -1.10754, -5.49837], [1.41982, 2.61447, 1.67533], [-0.11485, 2.72491, 1.84808], [-0.35351, 3.53726, 0.42477], [-0.34402, 2.78859, -0.77518], [-1.67688, 2.09918, -0.98529], [-0.05010, 4.07235, 2.82464], [1.01082, 4.22533, 3.75459], [2.04801, 5.19612, 3.21153], [-1.82961, 2.84832, 2.04112], [-2.38408, 2.04281, 3.06968], [-2.19111, 2.66754, 4.43740], [0.47599, 2.06270, -0.76828], [-0.16185, 3.48889, -1.59602], [-1.83556, 1.32295, -0.22981], [-1.72045, 1.62971, -1.97284], [-2.50345, 2.81116, -0.89455], [1.45847, 3.25892, 4.01035], [0.58537, 4.63255, 4.67807], [2.42797, 4.87744, 2.23679], [2.88868, 5.29049, 3.90370], [1.60081, 6.18445, 3.06577], [-1.94553, 1.03866, 3.02951], [-3.45413, 1.94630, 2.86054], [-1.14696, 2.59097, 4.75302], [-2.80341, 2.15735, 5.18656], [-2.45283, 3.73093, 4.42515], [-3.96181, 5.84299, 1.96775], [-4.10842, 5.90424, 0.02889], [-5.61137, 6.39887, 2.83624], [-3.36560, 4.10051, 2.59396], [-3.19080, 6.56632, 2.25299], [5.14246, -3.39894, 0.93646], [-4.26138, -6.69827, -0.97731], [-4.79836, -5.98444, -2.50275], [-5.54580, -6.64662, 0.23617], [-3.97843, -7.73919, -1.15170], [-3.39911, -6.13866, -0.60673], [-2.67457, -9.50860, -0.52738], [-2.52932, -9.72934, 0.40490], [-2.28180, -10.25268, -1.00808], [2.74940, 4.37858, -1.71014], [2.97923, 4.76160, -3.15945], [3.21530, 3.58396, -4.05657], [4.04882, 4.11929, -5.06775], [4.71641, 5.17041, -4.50839], [5.66304, 5.73707, -5.01884], [4.18116, 5.50385, -3.29416], [3.68999, 4.11963, -1.21186], [2.32938, 5.22832, -1.16170], [2.05252, 3.54022, -1.62051], [2.15134, 5.38054, -3.52568], [2.28490, 3.20410, -4.48852], [3.74331, 2.75777, -3.56814], [0.18378, 6.83295, -4.06560], [0.68335, 7.37339, -4.65004], [-0.20299, -5.52394, 4.41725], [-1.01570, -4.24800, 4.04197], [-0.83732, -3.33066, 2.79442], [-2.49375, -3.75862, 4.11519], [-1.49850, -5.36969, 3.07330], [0.28120, -3.42088, 4.29439], [-1.34323, -4.08422, 5.55706], [-4.29046, -3.55912, -3.17310]],
  "lowdin_charge": [-0.08, -0.21, -0.08, -0.12, 0.12, -0.11, -0.30, -0.05, 0.15, 0.15, 0.14, 0.16, 0.20, 0.17, -0.23, 0.17, 0.14, 0.14, -0.01, -0.71, -0.01, -0.04, 0.08, 0.06, 0.09, -0.28, 0.72, -0.24, -0.32, -0.07, -0.25, -0.31, -0.07, -0.57, -0.45, -0.16, 0.10, 0.11, 0.06, 0.08, 0.07, 0.10, 0.12, 0.07, 0.08, 0.08, 0.13, 0.07, 0.08, 0.10, 0.00, -1.47, 0.58, 0.58, 1.11, -0.01, 1.47, -0.98, 0.46, 0.57, 0.01, 0.02, -0.06, 0.06, 0.05, 0.00, -0.34, -0.11, 0.07, -0.51, 0.14, 0.09, 0.10, 0.10, 0.06, 0.14, 0.15, 0.14, -0.02, -0.03, -0.15, -0.02, -0.17, -0.14, -0.15, -0.17, -0.13, 0.50],
  "fmax_ev_per_a": 8.92,
  "homo_ev": -10.06,
  "lumo_energy_ev": -8.6,
  "charge": 1
}

***

# 2
{
  "formula": "C7H10O",
  "method": "ωB97M-V/def2-TZVPD",
  "symbols": ["C", "C", "C", "C", "C", "C", "C", "O", "H", "H", "H", "H", "H", "H", "H", "H", "H", "H"],
  "coordinates": [[-1.94202, 0.30120, -0.09991], [-0.95500, 1.26585, -0.26299], [0.32780, 0.96873, 0.74899], [1.67146, 0.63948, -0.19470], [1.52944, -1.04164, -0.17579], [0.06575, -1.00992, 0.05203], [-1.58213, -1.14928, 0.07372], [0.02272, -0.10192, 1.25978], [-3.06780, 0.66280, -0.29880], [-1.11966, 2.28530, -0.86290], [0.49989, 1.73702, 1.52586], [1.72568, 1.10637, -1.24232], [2.80528, 0.93775, 0.07461], [1.73764, -1.42356, -1.10343], [2.14981, -1.60589, 0.67157], [0.17028, -0.28149, -0.81207], [-2.23428, -1.83644, -0.61065], [-1.80486, -1.45436, 1.25699]],
  "nbo_charge": [-0.23, -0.27, 0.13, -0.49, -0.39, 0.01, -0.44, -0.53, 0.23, 0.22, 0.20, 0.21, 0.22, 0.21, 0.20, 0.23, 0.24, 0.25],
  "smiles": "C1=C[C@@H]2CC[C@@H](C1)O2",
  "fmax_ev_per_a": 9.61,
  "homo_ev": -8.48,
  "lumo_energy_ev": 1.0,
  "de_lowest_kj_mol": 761.21
}

***

Number 1: Kohn-Sham gap 1.410 eV. Number 2: Kohn-Sham gap 9.465 eV.